Record 1
Computed, not measured: a cluster of 9 separate species, C10H38N8O9 in total at a distorted geometry, with the ωB97M-V functional and the def2-TZVPD basis.

Element x y z (Å)
N1 -13.837 5.078 18.290
C1 -13.903 4.602 19.485
N2 -13.362 3.453 19.652
O1 -14.377 5.262 20.612
H1 -14.316 6.019 18.154
H2 -13.503 4.553 17.493
H3 -12.924 3.324 20.603
H4 -12.933 2.968 18.878
N3 -12.842 1.535 17.686
C2 -13.612 2.095 16.904
N4 -13.036 3.088 16.297
O2 -14.995 1.830 16.770
H5 -13.500 1.163 18.354
H6 -11.846 1.308 17.526
H7 -13.556 3.556 15.579
H8 -12.030 3.282 16.410
N5 -14.047 0.273 19.778
C3 -15.361 0.548 19.809
N6 -15.614 1.838 19.902
O3 -16.375 -0.385 19.547
H9 -13.844 -0.696 19.587
H10 -13.446 0.585 20.540
H11 -16.584 2.065 19.827
H12 -14.756 2.420 19.854
N7 -14.432 -3.095 18.252
C4 -14.038 -2.791 19.418
N8 -12.825 -2.224 19.282
O4 -14.554 -3.223 20.638
H13 -15.427 -3.272 18.344
H14 -14.277 -2.377 17.544
H15 -12.328 -1.941 20.137
H16 -12.339 -1.859 18.424
C5 -9.696 1.146 20.198
C6 -9.679 2.016 21.420
O5 -10.056 1.303 22.601
H17 -10.663 0.614 19.998
H18 -8.882 0.436 20.235
H19 -9.410 1.654 19.252
H20 -10.476 2.720 21.203
H21 -8.827 2.570 21.451
H22 -9.358 1.405 23.264
C7 -13.507 0.860 22.974
O6 -12.635 1.123 21.929
H23 -13.298 -0.041 23.535
H24 -14.376 0.586 22.372
H25 -13.676 1.788 23.594
H26 -11.773 1.155 22.294
C8 -17.219 4.043 18.170
O7 -17.459 2.700 17.907
H27 -16.699 3.983 19.177
H28 -18.227 4.638 18.156
H29 -16.573 4.459 17.433
H30 -16.581 2.324 17.923
C9 -17.657 -3.437 19.560
O8 -16.990 -3.656 18.354
H31 -18.133 -4.457 19.866
H32 -18.466 -2.714 19.348
H33 -17.082 -3.049 20.383
H34 -16.728 -4.635 18.296
C10 -18.260 -0.631 17.061
O9 -18.481 -0.930 15.674
H35 -19.220 -0.648 17.721
H36 -17.851 0.371 17.200
H37 -17.618 -1.459 17.458
H38 -18.120 -0.121 15.258

Output
E_tot	-41329.0299	eV
structure (SMILES)	NC(N)=O.NC(N)=O.NC(N)=O.NC(N)=O.CCO.CO.CO.CO.CO
spin multiplicity	1
energy above the lowest of the compared OMol25 structures with the same formula, charge and spin	169.73	kcal per mole

Record 2
Computed, not measured: a cluster of 2 separate species, C5H13N2O in total, with the ωB97M-V functional and the def2-TZVPD basis.

Element x y z (Å)
O1 -0.336 1.218 2.082
C1 -0.934 1.584 1.107
C2 -0.312 2.140 -0.144
C3 -0.863 1.436 -1.390
H1 -2.037 1.637 1.140
H2 0.772 2.161 -0.004
H3 -0.645 3.183 -0.148
H4 -0.908 0.352 -1.243
H5 -0.263 1.643 -2.275
H6 -1.882 1.767 -1.577
C4 0.976 -1.176 0.544
C5 0.232 -2.249 0.243
N1 -0.626 -2.871 1.104
N2 1.797 -0.574 -0.529
H7 1.031 -0.686 1.501
H8 0.218 -2.668 -0.758
H9 -1.485 -3.190 0.684
H10 -0.752 -2.463 2.008
H11 2.727 -0.352 -0.180
H12 1.392 0.316 -0.840
H13 1.897 -1.208 -1.326

Output
E_tot	-10415.9931	eV
spin multiplicity	1
net charge	+1
energy above the lowest of the compared OMol25 structures with the same formula, charge and spin	50.80	kcal per mole

Record 3
Computed, not measured: a structure of composition C14H33AsNO5Ti, with the ωB97M-V functional and the def2-TZVPD basis.

Element x y z (Å)
Ti1 -0.625 0.657 0.286
C1 -0.371 -0.851 3.109
O1 -0.748 0.361 2.409
C2 -2.046 0.863 2.825
C3 -2.097 2.319 2.433
O2 -1.568 2.457 1.081
C4 -0.733 3.623 0.906
C5 0.682 3.228 1.243
O3 0.996 2.055 0.444
C6 2.272 2.149 -0.239
H1 -0.443 -0.677 4.181
H2 -1.028 -1.668 2.809
H3 0.660 -1.058 2.838
H4 -2.823 0.266 2.346
H5 -2.126 0.777 3.910
H6 -3.120 2.693 2.437
H7 -1.480 2.920 3.101
H8 -0.835 3.928 -0.135
H9 -1.088 4.432 1.545
H10 1.386 4.026 1.009
H11 0.792 2.947 2.291
H12 3.053 2.335 0.495
H13 2.439 1.194 -0.727
H14 2.232 2.952 -0.974
N1 -1.158 1.247 -1.855
C7 -2.636 1.374 -1.845
C8 -3.208 0.607 -0.660
O4 -4.317 0.687 -0.252
O5 -2.247 -0.162 -0.053
H15 -0.751 2.076 -2.280
H16 -0.892 0.473 -2.460
H17 -3.102 1.019 -2.765
H18 -2.914 2.420 -1.720
C9 2.729 -0.689 -2.608
C10 1.534 -1.599 -2.352
As1 0.763 -1.526 -0.555
C11 2.182 -2.226 0.598
C12 2.962 -3.396 0.011
C13 -0.510 -3.009 -0.629
C14 -1.448 -2.962 -1.825
H19 3.271 -1.021 -3.492
H20 3.441 -0.684 -1.781
H21 2.420 0.339 -2.802
H22 1.797 -2.650 -2.497
H23 0.731 -1.394 -3.063
H24 1.678 -2.531 1.519
H25 2.846 -1.400 0.861
H26 2.314 -4.233 -0.247
H27 3.686 -3.763 0.737
H28 3.517 -3.110 -0.883
H29 -1.066 -3.005 0.310
H30 0.098 -3.916 -0.644
H31 -2.066 -2.062 -1.822
H32 -2.126 -3.814 -1.798
H33 -0.909 -3.019 -2.771

Output
E_tot	-110722.1379	eV
expectation value of S²	0.753
spin multiplicity	2
net charge	+2